The following is a DFT calculation (wB97M-V/def2-TZVPD) of 2 unconnected molecules or ions with the total composition C3H2S2 in a non-equilibrium geometry.

Output
2S+1: 1
ΔE to the lowest compared entry with this formula, charge and spin (kcal per mole): 122.0
Total charge: 0

Each line ends with the Mulliken charge.
Element x y z (Å)
C  -0.309  0.727  0.436  -0.1307
C  0.671  0.576  -0.579  -0.0700
C  -0.869  -0.276  -0.359  -0.1767
S  -1.073  -2.494  1.438  -0.1049
S  -0.293  0.229  -1.968  -0.0801
H  0.050  0.861  1.453  0.2803
H  1.822  0.376  -0.422  0.2820